Record 1
The following is a DFT calculation (ωB97M-V/def2-TZVPD) of a single C2H3FIN molecule in a non-equilibrium geometry.

Geometry as XYZ:
```
8
Properties=species:S:1:pos:R:3:nbo_charge:R:1
F -0.17 -0.94 -2.91 -0.2610
N -0.24 0.04 -1.92 -0.0196
C 0.20 -0.45 -0.84 0.0208
C 0.08 0.46 0.46 -0.5885
I 2.12 0.93 0.87 0.1305
H 0.65 -1.44 -0.92 0.2128
H -0.54 1.31 0.19 0.2481
H -0.38 -0.11 1.39 0.2569
```

E_tot: -530.226693 Ha
SMILES string: F/N=C/CI
total charge: 0
LUMO energy: 0.00377 hartree
HOMO: -9.897 eV
gap between HOMO and LUMO: 9.9994 eV

=====

Record 2
The following is a DFT calculation (ωB97M-V/def2-TZVPD) of a single C6H10O molecule in a non-equilibrium geometry.

Geometry as XYZ:
```
17
Properties=species:S:1:pos:R:3:nbo_charge:R:1
C 1.57 1.51 0.56 -0.4015
C 1.38 0.23 0.27 -0.1812
C 0.12 -0.33 -0.57 -0.0831
C 0.33 -0.96 -1.89 -0.6427
C -0.77 -0.23 0.36 0.3584
C -1.16 0.27 1.69 -0.6822
O -2.06 -1.08 -0.27 -0.8364
H 2.55 1.90 0.82 0.2026
H 0.77 2.23 0.51 0.1923
H 2.21 -0.47 0.31 0.1946
H -0.19 -1.92 -1.92 0.2405
H -0.08 -0.33 -2.68 0.2293
H 1.39 -1.11 -2.07 0.2279
H -1.97 -0.36 2.05 0.2552
H -0.33 0.22 2.39 0.2379
H -1.53 1.30 1.63 0.2327
H -2.23 -0.87 -1.19 0.4559
```

E_tot: -309.738905 Ha
SMILES string: C=C/C(C)=C(\C)O
total charge: 0
LUMO energy: 0.03470 hartree
HOMO: -8.810 eV
gap between HOMO and LUMO: 9.7546 eV

=====

Record 3
The following is a DFT calculation (ωB97M-V/def2-TZVPD) of 4 unconnected molecules or ions with the total composition C40H36FI2NO18 in a non-equilibrium geometry.

Geometry as XYZ:
```
98
Properties=species:S:1:pos:R:3:lowdin_charge:R:1
C 5.60 -0.23 0.94 -0.0969
C 4.32 -0.49 -0.03 -0.2000
C 3.26 0.65 -0.12 -0.0242
C 1.99 0.55 -1.03 -0.0386
C 1.71 -0.74 -1.86 -0.2705
C 0.48 -0.99 -2.85 -0.1932
C -0.99 -0.91 -2.17 -0.5035
I -0.62 -1.79 -0.18 1.1047
C -2.21 -1.76 -2.80 -0.3867
C -1.91 -2.73 -4.07 -0.0898
C -1.17 -4.11 -3.70 -0.1693
C -1.82 -5.44 -4.36 -0.0919
C -1.58 -6.70 -3.39 -0.3570
O -0.48 -7.33 -3.42 0.0472
O -2.56 -7.19 -2.45 0.0111
C -3.17 -2.62 -1.84 -0.1001
C -4.54 -3.11 -2.58 -0.2553
O -5.57 -2.38 -2.65 0.0944
F -4.68 -4.43 -3.16 0.0012
O -3.18 -0.82 -3.41 -0.0162
C -2.46 0.40 -3.57 -0.2860
O -2.56 1.09 -4.61 0.1302
C -1.52 0.63 -2.24 -0.2630
C -2.67 1.06 -1.16 -0.1413
C -2.08 1.48 0.28 -0.2854
C -3.17 2.53 0.92 -0.5623
I -5.03 1.45 1.44 0.7899
O -0.61 1.65 -2.72 -0.0090
C -1.13 2.95 -2.54 -0.1484
N -1.38 4.08 -2.16 0.2199
C 2.80 -1.89 -1.74 -0.0368
C 4.08 -1.78 -0.86 -0.0252
H 5.24 -0.32 2.04 0.0918
H 6.02 0.82 0.78 0.0810
H 6.39 -1.05 0.79 0.0568
H 3.42 1.60 0.51 0.0973
H 1.27 1.43 -1.06 0.0823
H 0.60 -2.08 -3.24 0.1003
H 0.59 -0.33 -3.80 0.1490
H -1.19 -2.13 -4.76 0.1342
H -2.85 -2.90 -4.73 0.1477
H -1.03 -4.30 -2.58 0.1042
H -0.09 -4.04 -4.14 0.1210
H -1.20 -5.66 -5.31 0.1325
H -2.90 -5.32 -4.71 0.1130
H -2.56 -6.64 -1.62 0.1090
H -2.70 -3.59 -1.43 0.0863
H -3.55 -2.04 -0.91 0.1134
H -3.30 0.10 -0.98 0.1007
H -3.42 1.82 -1.60 0.1458
H -2.08 0.59 1.02 0.0511
H -1.06 2.01 0.23 0.1216
H -3.48 3.34 0.16 0.0398
H -2.81 2.99 1.90 0.0399
H 2.64 -2.84 -2.36 0.0918
H 4.87 -2.62 -0.81 0.0976
O -2.58 1.16 8.96 0.1125
C -2.49 1.30 7.75 -0.3124
C -3.35 0.58 6.81 0.0787
C -3.21 0.74 5.50 -0.2158
O -4.01 0.07 4.61 0.0503
C -2.17 1.64 4.93 -0.2966
O -2.05 1.75 3.72 0.0747
C -1.31 2.38 5.87 0.0794
C -1.46 2.22 7.19 -0.2186
O -0.68 2.90 8.07 0.0950
H -4.10 -0.08 7.24 0.1381
H -3.71 0.35 3.72 0.0154
H -0.57 3.04 5.45 0.1372
H -0.98 2.62 8.96 0.1175
O -5.22 9.91 -3.20 0.1058
C -4.69 8.99 -2.59 -0.3161
C -3.40 8.43 -2.99 0.0740
C -2.86 7.41 -2.31 -0.2173
O -1.66 6.88 -2.67 0.0699
C -3.55 6.82 -1.13 -0.3078
O -3.04 5.88 -0.54 0.0803
C -4.83 7.40 -0.72 0.0759
C -5.37 8.42 -1.40 -0.2213
O -6.56 8.97 -1.02 0.0908
H -2.91 8.87 -3.85 0.1361
H -1.48 6.16 -2.03 0.0528
H -5.31 6.97 0.15 0.1358
H -6.73 9.68 -1.67 0.1159
O 10.43 -6.60 3.04 0.1157
C 9.80 -5.57 2.89 -0.3109
C 10.37 -4.25 3.19 0.0792
C 9.64 -3.14 3.03 -0.2180
O 10.16 -1.91 3.30 0.0950
C 8.24 -3.20 2.55 -0.3014
O 7.59 -2.17 2.43 0.0871
C 7.67 -4.52 2.22 0.0784
C 8.40 -5.63 2.38 -0.2184
O 7.89 -6.85 2.08 0.0970
H 11.39 -4.22 3.54 0.1385
H 9.44 -1.28 3.11 0.1164
H 6.66 -4.55 1.86 0.1365
H 8.61 -7.49 2.28 0.1183
```

E_tot: -3649.792018 Ha
SMILES string: Cc1ccc(C[C@]2(I)[C@@](CCCC(=O)O)(CC(=O)F)OC(=O)[C@]2(CCCI)OC#N)cc1.O=C1C=C(O)C(=O)C=C1O.O=C1C=C(O)C(=O)C=C1O.O=C1C=C(O)C(=O)C=C1O
total charge: 0
LUMO energy: -0.06988 hartree
HOMO: -8.749 eV
gap between HOMO and LUMO: 6.8472 eV

=====

Record 4
The following is a DFT calculation (ωB97M-V/def2-TZVPD) of a single C17H16ClNO4S2 molecule in a non-equilibrium geometry.

Geometry as XYZ:
```
41
Properties=species:S:1:pos:R:3:nbo_charge:R:1
O 0.47 -1.01 -3.29 -0.9010
S 0.19 -0.65 -1.94 2.3899
O -0.30 -1.67 -1.06 -0.9378
O -0.89 0.56 -2.01 -0.6913
C -2.12 0.50 -1.42 0.3133
C -3.23 0.74 -2.22 -0.2323
C -4.50 0.74 -1.68 -0.1920
C -4.68 0.50 -0.33 -0.2303
C -3.58 0.25 0.47 -0.1301
C -2.29 0.24 -0.05 -0.1794
C -1.14 0.08 0.85 0.1585
S -0.12 1.38 1.00 -0.1664
N -1.03 -1.02 1.59 -0.4048
C 0.01 -1.19 2.58 -0.2671
C -0.65 -1.62 3.90 -0.0734
O -1.40 -2.81 3.73 -0.5191
C -2.40 -2.64 2.76 -0.0745
C -1.81 -2.23 1.41 -0.2509
C 1.62 0.17 -1.27 -0.3378
C 2.34 -0.46 -0.27 -0.1135
C 3.45 0.17 0.26 -0.2445
C 3.82 1.42 -0.24 -0.0234
Cl 5.20 2.21 0.42 0.0266
C 3.10 2.03 -1.25 -0.2164
C 1.99 1.39 -1.77 -0.1632
H -3.07 0.92 -3.27 0.2331
H -5.35 0.93 -2.32 0.2212
H -5.67 0.51 0.10 0.2193
H -3.72 0.08 1.53 0.2087
H 0.70 -1.97 2.25 0.1987
H 0.54 -0.25 2.71 0.2575
H -1.30 -0.82 4.26 0.1685
H 0.10 -1.85 4.65 0.2013
H -3.12 -1.88 3.09 0.1601
H -2.91 -3.60 2.67 0.2020
H -1.14 -3.01 1.04 0.2144
H -2.59 -2.07 0.67 0.2362
H 2.01 -1.42 0.09 0.2309
H 4.03 -0.29 1.04 0.2334
H 3.40 3.00 -1.62 0.2345
H 1.40 1.84 -2.56 0.2408
```

E_tot: -2269.670385 Ha
SMILES string: O=S(=O)(Oc1ccccc1C(=S)N1CCOCC1)c1ccc(Cl)cc1
total charge: 0
LUMO energy: 0.01276 hartree
HOMO: -8.191 eV
gap between HOMO and LUMO: 8.5382 eV

=====

What is the total charge in the third record? 0